(1)
{
  "formula": "C6H14N2O2",
  "method": "ωB97M-V with the def2-TZVPD basis set",
  "multiplicity": 2,
  "e_tot_ev": -13515.2344,
  "de_lowest_ev": 1.526,
  "charge": 1,
  "orbital_gap_ev": [9.08, 3.49],
  "s2": 0.769,
  "lumo_ev": [-3.75, -9.34],
  "homo_energy_ha": [-0.4713, -0.4712],
  "elements": ["C", "C", "C", "O", "N", "H", "H", "H", "H", "H", "H", "H", "C", "C", "C", "O", "N", "H", "H", "H", "H", "H", "H", "H"],
  "xyz": [[-1.667713, -2.148730, 0.093187], [-2.853165, 1.345872, 0.967409], [-2.323461, -0.787378, -0.011648], [-2.845146, -0.420723, -1.045000], [-2.285831, 0.003580, 1.078737], [-1.812102, -2.633558, 1.058001], [-1.594503, -0.104223, 1.795903], [-2.739679, 1.887407, 1.913891], [-2.062588, -2.835982, -0.612839], [-0.581401, -2.040180, 0.047693], [-2.453458, 1.851689, 0.091215], [-3.919357, 1.223189, 0.835553], [2.572727, -1.405003, 0.449870], [1.694140, 2.171080, -0.480223], [2.398565, 0.856660, -0.539460], [3.402862, 0.622860, -1.153207], [1.906239, -0.143236, 0.343740], [0.903492, -0.063329, 0.597628], [2.909072, -1.732147, -0.510886], [0.628531, 2.040895, -0.371382], [3.446614, -1.294773, 1.112720], [1.890494, -2.137137, 0.873595], [2.098157, 2.701230, 0.374223], [1.901213, 2.734528, -1.382020]],
  "forces_ev_per_angstrom": [[0.36, 0.29, 1.50], [-0.37, -0.35, 0.32], [0.11, -0.78, -0.82], [-0.12, 0.01, 0.04], [0.30, 1.18, 0.59], [-0.28, 0.25, 0.28], [-0.09, -0.61, 0.24], [0.35, -0.08, -0.37], [-0.02, -0.26, -1.00], [0.10, -0.11, -0.57], [0.00, 0.31, 0.14], [-0.27, 0.16, -0.27], [-0.71, -0.14, 1.20], [-0.02, -0.42, -0.40], [0.50, 1.62, 0.12], [-0.07, -0.56, -0.03], [-0.62, -0.82, -0.63], [0.64, -0.07, 0.16], [0.45, -0.07, -0.73], [-0.40, 0.09, 0.13], [0.03, 0.06, -0.18], [0.04, 0.04, 0.09], [0.01, 0.22, 0.26], [0.08, 0.05, -0.07]],
  "nbo_charge": [-0.70, -0.43, 0.65, -0.59, -0.62, 0.23, 0.38, 0.21, 0.26, 0.17, 0.20, 0.23, -0.48, -0.72, 0.62, -0.35, -0.17, 0.44, 0.30, 0.24, 0.30, 0.26, 0.28, 0.29]
}

(2)
{
  "formula": "C6H14N2O2S",
  "method": "ωB97M-V with the def2-TZVPD basis set",
  "e_tot_ev": -24353.2613,
  "de_lowest_ev": 6.165,
  "orbital_gap_ev": [6.05, 6.05],
  "lumo_ev": [-1.86, -1.86],
  "homo_energy_ha": [-0.2906, -0.2907],
  "elements": ["C", "C", "C", "C", "C", "C", "N", "N", "O", "O", "S", "H", "H", "H", "H", "H", "H", "H", "H", "H", "H", "H", "H", "H", "H"],
  "xyz": [[-0.220769, 2.088026, -2.094359], [-1.316930, 1.057028, -1.911753], [0.014705, 0.644876, -2.191201], [0.730263, -1.241233, 2.929469], [-1.543072, -1.583377, 2.309966], [1.059271, -0.204485, -2.475138], [2.232712, 0.197937, -1.767100], [-0.496543, -0.632581, 2.389761], [-1.571639, 0.813322, 0.606909], [0.647857, 1.411907, 1.384493], [-0.155261, 0.331002, 0.869813], [-0.089671, 2.576951, -3.058115], [-0.157393, 2.607200, -1.237896], [-1.671187, 0.936562, -0.881495], [-2.091513, 0.746461, -2.632478], [0.893232, -1.109403, 4.013335], [0.764417, -2.340194, 2.791085], [1.675218, -0.846365, 2.488511], [-1.921257, -1.739885, 3.372268], [-2.297826, -1.199494, 1.685392], [-1.160944, -2.571002, 1.872417], [0.855040, -1.305365, -2.292902], [1.321184, -0.086252, -3.509298], [2.570310, 1.146891, -1.945123], [1.929797, 0.301471, -0.716561]],
  "forces_ev_per_angstrom": [[-0.65, -1.84, -3.33], [0.32, -1.63, -3.70], [-3.67, 2.76, 2.44], [1.07, -0.16, 0.04], [0.48, -1.85, 1.07], [1.71, -2.82, -0.74], [0.58, 0.58, 4.16], [2.12, 1.01, -0.80], [0.43, -0.66, 0.62], [1.35, 0.76, 0.20], [-2.25, -0.77, 1.12], [0.06, 0.38, 0.23], [1.04, 1.94, 2.90], [-0.07, -0.06, 1.58], [0.27, 0.29, 0.19], [-0.59, 0.30, -0.26], [-0.18, 0.34, -0.24], [-0.84, 0.02, 0.01], [0.20, -0.13, -1.37], [-1.21, 0.38, -0.55], [-0.68, 0.85, 0.62], [0.08, 1.32, -0.24], [-0.16, -0.14, -1.12], [-0.32, -0.34, -0.58], [0.93, -0.53, -2.27]],
  "nbo_charge": [-0.48, -0.51, 0.42, -0.44, -0.42, -0.37, -0.78, -0.61, -0.99, -1.00, 1.62, 0.23, 0.27, 0.38, 0.26, 0.20, 0.17, 0.21, 0.20, 0.22, 0.15, 0.25, 0.26, 0.37, 0.38]
}

(3)
{
  "formula": "C6H14N2O3P",
  "method": "ωB97M-V with the def2-TZVPD basis set",
  "e_tot_ev": -24850.7464,
  "charge": 1,
  "orbital_gap_ev": 8.22,
  "lumo_ev": -4.67,
  "homo_energy_ha": -0.4737,
  "smiles": "CCOC(=O)/C(N)=[NH+]/OCPC",
  "elements": ["C", "C", "O", "C", "O", "C", "N", "N", "O", "C", "P", "C", "H", "H", "H", "H", "H", "H", "H", "H", "H", "H", "H", "H", "H", "H"],
  "xyz": [[0.368201, -2.857024, 3.943606], [1.071424, -2.579304, 2.596514], [0.576326, -1.472059, 1.780121], [-0.618717, -1.713349, 1.132801], [-1.380049, -2.651394, 1.292671], [-0.866376, -0.576074, 0.127430], [-1.894892, -0.556388, -0.689764], [0.108772, 0.315652, 0.103308], [-0.045850, 1.576021, -0.611738], [0.580922, 1.590309, -1.863346], [-0.473941, 2.183707, -3.363666], [-0.164284, 3.955338, -3.109500], [0.567860, -2.097771, 4.672875], [-0.665914, -3.075354, 3.888086], [0.954064, -3.664889, 4.150982], [1.116095, -3.428264, 1.865166], [2.028674, -2.248664, 2.696032], [-2.666060, -1.233111, -0.526037], [-2.010756, 0.173488, -1.330440], [0.883853, 0.354669, 0.694460], [1.510719, 2.180525, -1.966962], [0.762891, 0.722302, -2.333100], [0.758835, 2.060185, -4.092598], [0.833445, 4.127232, -2.717369], [-0.884151, 4.285669, -2.403589], [-0.451093, 4.628550, -3.935943]],
  "forces_ev_per_angstrom": [[0.60, 2.03, -2.25], [-2.58, -0.88, -1.13], [-2.97, -0.16, -1.39], [0.35, -1.28, 1.49], [1.52, 2.11, -0.67], [1.06, 0.58, -0.14], [-0.25, -2.04, 2.08], [-1.90, 1.97, -2.50], [-0.66, -1.98, 1.32], [-0.17, 3.37, -1.62], [1.10, 0.39, 0.41], [-0.73, 0.85, -0.51], [0.08, 0.54, 0.25], [-0.85, -0.39, -0.21], [1.03, -2.73, 1.56], [-0.36, 0.29, 1.08], [2.81, 0.57, 0.92], [0.91, 0.63, -0.25], [-0.26, 1.30, -1.08], [1.19, -0.42, 1.30], [-0.35, -0.18, 1.07], [0.89, -4.00, -0.44], [-0.62, -0.51, -0.14], [0.04, 0.26, -0.25], [-0.55, 0.28, 1.25], [0.67, -0.60, -0.16]],
  "nbo_charge": [-0.63, -0.06, -0.51, 0.74, -0.49, 0.43, -0.68, -0.22, -0.35, -0.36, 0.54, -0.94, 0.22, 0.23, 0.23, 0.20, 0.20, 0.46, 0.44, 0.45, 0.21, 0.20, -0.02, 0.23, 0.23, 0.26]
}

(4)
{
  "formula": "C6H14N2O7S",
  "method": "ωB97M-V with the def2-TZVPD basis set",
  "e_tot_ev": -34586.2723,
  "orbital_gap_ev": 9.52,
  "lumo_ev": 0.11,
  "homo_energy_ha": -0.3459,
  "smiles": "C[N+](=O)[O-].O=S1(=O)OCCO1.CN(C)C=O",
  "elements": ["C", "N", "O", "O", "H", "H", "H", "O", "S", "O", "O", "C", "C", "O", "H", "H", "H", "H", "C", "N", "C", "C", "O", "H", "H", "H", "H", "H", "H", "H"],
  "xyz": [[1.741624, -1.107565, -1.454953], [2.860226, -1.290927, -2.380402], [2.676021, -0.959272, -3.516117], [3.911318, -1.708501, -1.942113], [1.410857, -2.121756, -1.231139], [0.993344, -0.516474, -1.982960], [2.138105, -0.579694, -0.587624], [1.302732, -0.864663, 0.674819], [0.117539, -1.412524, 1.168985], [0.179710, -2.784891, 1.710637], [-0.516016, -0.433484, 2.358041], [-1.895830, -0.157270, 2.160063], [-2.442059, -0.918415, 0.887602], [-1.225992, -1.198194, 0.161491], [-2.503837, -0.374871, 3.038178], [-1.986598, 0.928939, 2.158756], [-3.113737, -0.286216, 0.306840], [-3.028221, -1.818206, 1.074391], [0.791439, 0.943636, -1.110532], [-0.245465, 1.513619, -0.308209], [0.130322, 1.709287, 1.129660], [-1.453069, 1.799152, -0.803641], [-2.383675, 2.419076, -0.341210], [1.156277, 0.063172, -0.581588], [1.554447, 1.706627, -1.264715], [0.540346, 0.599412, -2.113806], [-0.704682, 2.039725, 1.747462], [0.628399, 0.838658, 1.556288], [0.811742, 2.536476, 1.328493], [-1.445268, 1.435145, -1.842695]],
  "forces_ev_per_angstrom": [[2.61, -3.40, -3.26], [0.60, -0.33, 0.30], [-0.08, 0.35, -1.69], [0.19, -0.17, 0.20], [0.11, 0.05, 0.25], [1.31, -3.18, -0.40], [2.05, -1.85, -2.35], [-0.38, -0.48, 3.91], [-5.28, -3.67, 4.25], [-0.39, 3.17, -1.78], [0.23, -2.47, -0.80], [-1.59, 0.22, 0.33], [0.97, 0.84, 1.09], [2.07, -0.69, 0.20], [0.40, -0.87, 0.18], [-0.11, -0.18, -0.96], [0.61, 0.31, -0.28], [0.60, -0.27, 0.39], [-0.92, 2.82, 1.13], [-0.26, 0.85, 2.40], [0.50, 1.44, -0.40], [0.45, 0.33, -1.42], [-0.25, -0.22, 0.95], [-2.02, 4.51, -0.30], [0.56, -0.06, 0.07], [-1.44, 1.86, 0.20], [-0.16, -0.39, -0.52], [-0.30, 1.24, -0.53], [0.39, 0.30, -0.87], [-0.49, -0.04, -0.29]],
  "nbo_charge": [-0.49, 0.54, -0.39, -0.40, 0.23, 0.22, 0.25, -0.90, 2.52, -0.85, -0.68, -0.11, -0.10, -0.68, 0.21, 0.21, 0.23, 0.20, -0.41, -0.44, -0.44, 0.54, -0.63, 0.22, 0.20, 0.19, 0.22, 0.22, 0.20, 0.09]
}

(5)
{
  "formula": "C6H14N2OS",
  "method": "ωB97M-V with the def2-TZVPD basis set",
  "e_tot_ev": -22309.1665,
  "de_lowest_ev": 3.156,
  "orbital_gap_ev": 9.52,
  "lumo_ev": 0.73,
  "homo_energy_ha": -0.3229,
  "elements": ["C", "C", "C", "C", "C", "C", "N", "N", "O", "S", "H", "H", "H", "H", "H", "H", "H", "H", "H", "H", "H", "H", "H", "H"],
  "xyz": [[1.750704, 0.170869, -0.153919], [0.642350, 1.215033, 0.134251], [1.437972, 2.475643, 0.471381], [0.031936, -1.578105, -0.241315], [-2.380074, -2.025158, 0.148228], [-1.252534, -0.964981, 0.271101], [1.342348, -1.187341, 0.247223], [-0.320675, 1.389167, -0.896587], [-2.191409, 1.618055, 0.683087], [-1.895558, 0.869207, -0.537131], [1.903696, 0.121413, -1.172737], [2.753762, 0.450560, 0.235521], [0.192757, 0.892034, 1.016521], [0.960197, 3.161032, 1.051665], [1.656081, 2.761506, -0.502402], [2.384485, 2.266271, 0.927518], [-0.012422, -2.710026, -0.143368], [0.069215, -1.277377, -1.410023], [2.129859, -1.770111, -0.001910], [-2.095947, -2.989202, 0.666904], [-2.624967, -2.090937, -0.904659], [-3.262353, -1.671348, 0.584825], [-1.225511, -0.649323, 1.348138], [0.006083, 1.523128, -1.822305]],
  "forces_ev_per_angstrom": [[-0.79, -0.83, 1.26], [3.10, -0.04, 0.79], [0.41, -2.09, -0.89], [1.29, -0.39, -3.38], [1.56, 0.19, -0.23], [-1.20, 0.48, 1.42], [0.27, 1.45, 1.61], [-1.23, -0.30, 0.43], [-0.91, 0.05, 0.31], [2.62, -1.74, 0.68], [0.28, 0.30, -2.89], [-0.89, -0.41, 0.36], [-1.19, -0.50, 1.30], [-1.68, 2.13, 1.16], [0.68, 1.81, -1.68], [0.35, -0.32, 0.47], [-0.14, 1.40, -0.28], [-0.55, -1.09, 1.75], [-0.68, -0.70, -0.08], [-0.26, 0.97, -0.94], [0.11, -0.88, -0.32], [-1.35, 0.59, 0.95], [0.26, -0.08, -0.94], [-0.05, 0.00, -0.85]],
  "nbo_charge": [-0.22, -0.09, -0.59, -0.25, -0.63, -0.35, -0.63, -0.85, -0.96, 1.38, 0.15, 0.20, 0.22, 0.22, 0.19, 0.20, 0.22, 0.15, 0.37, 0.22, 0.21, 0.22, 0.22, 0.40]
}

(6)
{
  "formula": "C6H14N2P",
  "method": "ωB97M-V with the def2-TZVPD basis set",
  "e_tot_ev": -18708.4669,
  "de_lowest_ev": 2.554,
  "charge": 1,
  "orbital_gap_ev": [6.91, 6.91],
  "lumo_ev": [-5.32, -5.32],
  "homo_energy_ha": [-0.4496, -0.4496],
  "smiles": "CN(C)/C=C/P=[N+](C)C",
  "elements": ["C", "N", "C", "C", "C", "P", "N", "C", "C", "H", "H", "H", "H", "H", "H", "H", "H", "H", "H", "H", "H", "H", "H"],
  "xyz": [[-2.725302, 2.985624, 0.357315], [-2.246279, 1.639140, 0.522995], [-3.170601, 0.690850, 1.102379], [-1.025053, 1.263155, 0.164621], [-0.564981, -0.002983, 0.315104], [1.351510, -0.273269, -0.348340], [2.604142, -1.615205, -0.593521], [2.492982, -3.029400, -0.426352], [3.806984, -1.095744, -1.163222], [-3.013328, 3.399953, 1.326369], [-1.957595, 3.616618, -0.082101], [-3.603862, 2.992494, -0.291290], [-2.765556, 0.274574, 2.027024], [-4.110013, 1.186858, 1.331386], [-3.372980, -0.127134, 0.407417], [-0.384276, 2.023338, -0.263660], [-1.117111, -0.833932, 0.711225], [1.523373, -3.296162, -0.017785], [3.273966, -3.390545, 0.248696], [2.622282, -3.534584, -1.388529], [4.666675, -1.388823, -0.558233], [3.764334, -0.007330, -1.204093], [3.950689, -1.477490, -2.177407]],
  "forces_ev_per_angstrom": [[-0.22, 0.63, -0.05], [0.59, -0.23, -0.18], [-0.21, -0.40, 0.18], [-0.23, 0.66, -0.06], [3.97, -3.41, -0.80], [0.27, 0.18, -0.15], [-4.81, 2.79, 1.26], [-0.04, -0.83, 0.14], [0.73, 0.41, -0.38], [0.05, 0.01, -0.06], [0.03, -0.02, -0.01], [0.06, 0.01, 0.00], [-0.02, 0.01, -0.01], [0.07, 0.05, -0.04], [0.00, 0.02, 0.01], [0.00, 0.18, -0.04], [-0.19, -0.03, 0.06], [-0.01, -0.02, 0.02], [-0.03, 0.02, -0.01], [-0.01, 0.04, 0.03], [-0.02, 0.00, 0.07], [0.07, -0.03, -0.03], [-0.05, -0.03, 0.02]],
  "nbo_charge": [-0.40, -0.32, -0.43, 0.09, -0.61, 0.98, -0.60, -0.43, -0.43, 0.22, 0.22, 0.22, 0.22, 0.24, 0.22, 0.23, 0.23, 0.22, 0.22, 0.22, 0.22, 0.24, 0.22]
}